(1)
{
  "formula": "C11H9BrS4Ti",
  "method": "the ωB97M-V functional and the def2-TZVPD basis",
  "multiplicity": 3,
  "lumo_energy_ev": [4.9, 4.9],
  "s2": 2.015,
  "homo_ev": [0.659, 0.395],
  "total_charge": -2,
  "homo_lumo_gap_ev": [4.24, 4.50],
  "species": ["Ti", "Br", "C", "C", "C", "C", "C", "C", "C", "C", "C", "C", "H", "H", "H", "H", "H", "H", "S", "S", "S", "S", "C", "H", "H", "H"],
  "xyz": [[1.18459, -2.07089, 0.01599], [2.42009, 0.95640, 0.42767], [0.70987, 1.70696, 0.17416], [0.62285, 3.05894, 0.07073], [-0.65793, 3.66285, -0.05327], [-1.77558, 2.89355, -0.03423], [-1.69230, 1.47897, 0.08511], [-2.85937, 0.68662, 0.15914], [-2.73083, -0.66698, 0.30856], [-1.46937, -1.28903, 0.33398], [-0.26486, -0.60052, 0.22735], [-0.41419, 0.83254, 0.15391], [1.52213, 3.65990, 0.09842], [-0.73718, 4.74140, -0.14173], [-2.75914, 3.35185, -0.09866], [-3.83322, 1.16318, 0.10805], [-3.62638, -1.27826, 0.38682], [-1.44497, -2.36799, 0.43658], [0.76791, -1.74824, -2.57299], [0.31800, -3.50909, -1.81991], [0.87866, -3.89201, 1.61606], [1.64393, -2.13902, 2.49045], [3.26206, -2.11034, -0.51090], [3.44601, -3.14624, -0.82884], [3.93714, -1.90290, 0.32629], [3.55207, -1.47164, -1.35872]],
  "forces_ev_per_angstrom": [[0.741, -1.110, 0.949], [0.163, -0.157, -0.087], [-0.108, -0.272, 0.011], [-0.384, 0.513, -0.064], [0.521, 0.100, 0.026], [-0.196, -0.217, 0.009], [0.078, -0.121, 0.044], [0.149, 0.198, -0.035], [0.013, -0.305, 0.042], [-0.236, 0.237, 0.050], [-1.055, 1.249, -0.089], [-0.074, -0.094, 0.056], [-0.040, 0.034, -0.003], [0.042, -0.003, 0.000], [0.017, -0.038, -0.002], [0.001, 0.017, -0.002], [0.027, -0.029, 0.007], [-0.036, -0.132, -0.012], [0.068, 0.247, -0.286], [-0.220, -0.345, -0.176], [0.031, 0.218, -0.194], [-0.082, -0.058, 0.041], [0.560, 0.154, -0.371], [-0.011, -0.094, 0.002], [-0.008, 0.019, 0.075], [0.040, -0.010, 0.010]]
}

(2)
{
  "formula": "C11H9Cl3N2O3S6SiW",
  "method": "the ωB97M-V functional and the def2-TZVPD basis",
  "multiplicity": 3,
  "lumo_energy_ev": [-3.2, -2.5],
  "s2": 2.234,
  "homo_ev": [-8.507, -8.507],
  "total_charge": 0,
  "homo_lumo_gap_ev": [5.31, 5.99],
  "species": ["W", "S", "C", "S", "C", "C", "S", "S", "S", "C", "C", "N", "H", "H", "H", "Cl", "Si", "Cl", "Cl", "N", "C", "C", "C", "C", "C", "C", "S", "O", "O", "O", "H", "H", "H", "H", "H", "H"],
  "xyz": [[0.36515, 0.30943, 0.17145], [-3.62741, -4.27063, 4.30030], [-2.80363, -3.21934, 3.37893], [-2.68464, -3.35220, 1.64460], [-1.66655, -1.95865, 1.39660], [-1.29569, -1.26652, 2.51424], [-0.27162, 0.10270, 2.46153], [-1.89746, -1.87825, 4.03060], [-1.13945, -1.50639, -0.16536], [-2.43065, 4.02886, -0.71022], [-1.55463, 2.91867, -0.43710], [-0.85870, 2.03042, -0.22106], [-3.30873, 3.64962, -1.23670], [-1.93944, 4.77334, -1.36963], [-2.72917, 4.48462, 0.23346], [2.92729, -1.92378, 2.42903], [2.39080, -1.05237, 0.69346], [2.23534, 1.72404, 0.66886], [3.99100, -1.21855, -0.54982], [1.00658, 0.17888, -2.00978], [0.45415, 1.29478, -2.77172], [1.13373, 2.50336, -2.79540], [0.49523, 3.61576, -3.31445], [-0.81101, 3.51774, -3.77867], [-1.44997, 2.28828, -3.81385], [-0.81236, 1.16182, -3.31092], [-1.69900, 5.02216, -4.20755], [-0.98817, 5.57433, -5.33387], [-3.05526, 4.57032, -4.44583], [-1.54638, 5.79766, -2.96797], [0.68692, -0.69388, -2.42751], [2.02325, 0.17537, -2.08352], [2.12803, 2.58334, -2.37152], [0.98673, 4.57991, -3.32144], [-2.45660, 2.23997, -4.20847], [-1.32198, 0.20337, -3.29115]],
  "forces_ev_per_angstrom": [[-0.833, -0.645, -0.037], [-0.042, 0.051, -0.016], [0.129, -0.102, 0.020], [-0.037, 0.032, 0.002], [0.012, -0.001, 0.012], [0.017, -0.002, -0.010], [-0.010, 0.029, -0.050], [-0.040, 0.025, -0.025], [0.162, 0.257, -0.006], [-0.038, 0.036, 0.012], [0.169, 0.006, -0.061], [0.035, 0.052, 0.009], [0.010, 0.060, -0.035], [-0.050, -0.135, -0.019], [-0.008, 0.012, -0.006], [0.016, 0.049, 0.014], [0.026, 0.361, 0.000], [0.417, -0.011, 0.124], [0.022, -0.044, -0.050], [0.076, -0.062, -0.123], [-0.087, 0.011, 0.072], [-0.001, -0.035, -0.007], [0.034, -0.008, 0.054], [-0.059, -0.001, -0.046], [0.029, -0.017, -0.013], [-0.006, 0.022, 0.027], [0.062, 0.148, 0.301], [-0.002, -0.011, -0.077], [-0.036, -0.038, -0.017], [-0.008, -0.084, -0.108], [0.064, 0.012, 0.050], [-0.031, 0.034, -0.007], [0.007, -0.007, 0.007], [-0.012, 0.006, 0.000], [0.004, 0.000, 0.005], [0.007, -0.002, 0.007]]
}

(3)
{
  "formula": "C11H9F6N3PtSbSe3Te",
  "method": "the ωB97M-V functional and the def2-TZVPD basis",
  "multiplicity": 2,
  "lumo_energy_ev": [-2.7, -3.0],
  "s2": 0.844,
  "homo_ev": [-8.539, -8.638],
  "total_charge": 0,
  "homo_lumo_gap_ev": [5.87, 5.65],
  "species": ["Pt", "Se", "Se", "Te", "Se", "F", "Sb", "F", "F", "F", "F", "F", "C", "C", "N", "C", "C", "C", "C", "C", "C", "C", "C", "N", "C", "N", "H", "H", "H", "H", "H", "H", "H", "H", "H"],
  "xyz": [[-0.04764, 2.92348, -1.28990], [0.15055, 3.67955, -3.47727], [-2.05946, 3.86244, -3.92549], [-2.61910, 2.83001, -1.60740], [-2.62025, 4.69328, -0.19126], [-0.59568, 0.28141, -2.45085], [-2.01900, -0.94772, -2.43665], [-1.43749, -1.59453, -4.09764], [-3.11240, 0.34377, -3.30648], [-3.44867, -2.16073, -2.34405], [-2.57355, -0.11771, -0.80766], [-0.93453, -2.11093, -1.42884], [0.34432, 2.50221, 2.99304], [0.23064, 2.96447, 1.70751], [-0.04335, 2.13877, 0.67729], [-0.20137, 0.83278, 0.90920], [-0.08117, 0.28509, 2.18227], [0.18271, 1.14159, 3.23203], [-0.26907, -1.16806, 2.41623], [0.28714, -2.18762, 1.77159], [1.32316, -2.17387, 0.71091], [1.65449, -3.35671, 0.07435], [2.63495, -3.30346, -0.89549], [3.26182, -2.17214, -1.21780], [2.86633, -1.09445, -0.54293], [1.93911, -1.02947, 0.40672], [0.56205, 3.19258, 3.79533], [0.31951, 4.01495, 1.46527], [-0.44665, 0.21359, 0.05988], [0.28127, 0.74862, 4.23741], [-0.95009, -1.40947, 3.22667], [-0.01944, -3.18293, 2.07477], [1.14721, -4.28214, 0.30993], [2.93337, -4.19438, -1.43651], [3.36027, -0.16225, -0.79419]],
  "forces_ev_per_angstrom": [[-0.272, -0.483, 0.316], [0.083, -0.024, -0.042], [-0.352, 0.067, -0.389], [1.054, 0.046, 0.082], [-0.525, 0.360, 0.296], [0.441, 0.462, -0.014], [-0.544, -0.678, -0.266], [-0.009, -0.133, 0.029], [-0.004, 0.203, -0.057], [0.024, 0.060, -0.025], [-0.060, 0.150, 0.247], [0.152, -0.134, 0.082], [0.065, -0.068, 0.099], [-0.139, 0.025, -0.198], [0.061, -0.026, -0.002], [0.016, 0.114, -0.125], [-0.004, -0.341, -0.026], [0.043, 0.121, 0.142], [-0.072, 0.359, 0.047], [0.258, -0.186, -0.227], [-0.363, 0.169, 0.325], [-0.035, -0.196, -0.084], [0.136, 0.079, -0.101], [-0.185, 0.058, 0.169], [-0.002, -0.057, -0.001], [0.192, -0.026, -0.187], [-0.019, -0.004, -0.006], [0.018, 0.006, -0.005], [0.061, 0.000, 0.000], [-0.036, 0.018, -0.021], [-0.020, 0.014, -0.039], [0.010, 0.014, -0.015], [0.014, 0.015, 0.004], [0.000, 0.010, -0.004], [0.013, 0.004, -0.004]]
}